Record 1
The following is a quantum chemistry calculation of 6 unconnected molecules or ions with the total composition C28H40Cl2F5NO21S2, from the OMol25 dataset.

For the HOMO energy, the calculation gives -0.344 Ha. Its multiplicity is 1. As for the orbital gap: 9.6 eV. The calculation puts the LUMO energy at 0.22 eV. Its net charge is 0.

Atoms and positions in Å:
C 3.586 0.060 -1.007
C 2.250 -0.268 -0.368
Cl 2.481 -1.561 0.856
C 1.202 -0.624 -1.451
Cl 0.632 0.959 -2.090
C 0.095 -1.643 -1.062
C 0.306 -2.950 -1.862
C 1.707 -3.559 -1.780
C -0.055 -2.757 -3.345
S -1.369 -1.638 -3.810
O -0.909 -0.765 -4.830
O -2.555 -2.409 -4.050
O -1.652 -0.725 -2.536
C -1.385 -1.215 -1.223
C -2.389 -2.318 -0.868
C -3.878 -2.015 -1.157
O -4.086 -0.617 -1.366
C -4.819 -2.563 -0.069
N -5.860 -3.470 -0.534
S -1.694 0.131 0.090
O -0.435 0.446 0.692
O -2.749 -0.333 0.940
C -2.299 1.773 -0.649
F -2.757 1.676 -1.888
F -1.275 2.621 -0.626
C -3.403 2.390 0.253
F -4.542 1.715 0.211
F -2.965 2.440 1.517
F -3.638 3.639 -0.164
H 3.490 0.965 -1.608
H 3.907 -0.755 -1.655
H 4.358 0.191 -0.253
H 1.858 0.584 0.178
H 1.732 -1.019 -2.313
H 0.201 -1.883 -0.005
H -0.345 -3.703 -1.431
H 1.759 -4.402 -2.473
H 1.901 -3.943 -0.781
H 2.502 -2.865 -2.050
H 0.807 -2.405 -3.913
H -0.366 -3.716 -3.761
H -2.227 -2.614 0.169
H -2.143 -3.187 -1.471
H -4.125 -2.535 -2.085
H -4.493 -0.487 -2.227
H -5.295 -1.698 0.391
H -4.240 -3.055 0.718
H -5.582 -4.023 -1.333
H -6.728 -2.998 -0.735
O -6.681 1.606 6.900
C -5.876 1.512 6.035
O -5.194 2.561 5.501
C -4.161 2.046 4.655
C -4.695 0.672 4.294
O -5.505 0.360 5.434
H -4.027 2.697 3.795
H -3.231 1.997 5.223
H -5.330 0.692 3.407
H -3.925 -0.083 4.170
O 6.415 -0.584 -2.263
C 7.277 0.011 -1.697
O 7.205 0.416 -0.409
C 8.497 0.895 -0.010
C 9.124 1.273 -1.340
O 8.453 0.374 -2.242
H 8.382 1.729 0.673
H 9.030 0.080 0.482
H 8.901 2.298 -1.629
H 10.194 1.102 -1.388
O -1.096 -6.149 -2.649
C -1.954 -6.186 -3.475
O -1.791 -6.627 -4.739
C -3.078 -6.681 -5.374
C -3.881 -5.694 -4.544
O -3.217 -5.759 -3.278
H -2.977 -6.402 -6.419
H -3.461 -7.699 -5.300
H -3.802 -4.670 -4.914
H -4.927 -5.961 -4.421
O 9.876 3.759 0.255
C 10.531 3.653 1.242
O 10.923 2.469 1.771
C 11.871 2.729 2.815
C 11.525 4.156 3.207
O 10.981 4.679 1.989
H 11.740 2.005 3.614
H 12.875 2.643 2.400
H 10.755 4.201 3.978
H 12.380 4.753 3.508
O -7.133 8.554 4.953
C -6.747 7.522 4.514
O -7.378 6.810 3.547
C -6.510 5.760 3.116
C -5.604 5.578 4.321
O -5.617 6.887 4.901
H -7.096 4.878 2.869
H -5.967 6.098 2.231
H -6.005 4.867 5.041
H -4.583 5.305 4.067

Cartesian forces (eV/Å) of the 2 atoms listed first:
C -0.1 -0.2 0.0
C -0.1 0.3 -0.2



Record 2
The following is a quantum chemistry calculation of a molecular structure, C28H40Cl3N3O3PdSSb, from the OMol25 dataset.

For the HOMO energy (spin up / spin down), the calculation gives -0.392 / -0.403 Ha. Its multiplicity is 3. The expectation value of S² is 2.007. As for the orbital gap (spin up / spin down): 8.7 / 6.2 eV. The energy relative to the best compared isomer or geometry (same formula, charge and spin) is 0.000 eV. The calculation puts the LUMO energy (spin up / spin down) at -1.98 / -4.74 eV. Its net charge is +1.

Atoms and positions in Å:
Pd -0.440 2.630 1.447
N -0.182 5.072 0.766
C -1.556 5.625 0.728
C -2.267 5.477 2.088
C -1.983 4.067 2.536
O -2.542 3.107 1.906
O -0.997 3.851 3.288
H 0.366 5.584 1.451
H 0.262 5.206 -0.134
H -2.106 5.064 -0.029
H -1.572 6.679 0.440
H -3.332 5.655 1.948
H -1.873 6.179 2.821
Cl 2.086 -4.859 -0.635
C 1.316 -3.617 -1.571
C 2.008 -3.025 -2.617
C 1.361 -2.077 -3.386
C 0.045 -1.696 -3.133
C -0.632 -0.759 -4.113
C -0.206 0.698 -3.936
N -0.675 1.250 -2.675
C -1.977 1.591 -2.398
C -1.990 2.049 -1.120
N -0.708 2.001 -0.616
C 0.049 1.503 -1.572
O -0.261 -1.090 -5.441
C -1.180 -1.984 -6.086
C -1.427 -3.221 -5.281
C -2.581 -3.506 -4.612
Cl -4.022 -2.566 -4.595
S -2.505 -4.962 -3.720
C -0.893 -5.230 -4.238
C -0.454 -4.243 -5.059
C -0.589 -2.265 -2.036
Cl -2.201 -1.783 -1.591
C 0.024 -3.240 -1.259
H 3.020 -3.333 -2.840
H 1.865 -1.661 -4.250
H -1.717 -0.823 -3.991
H -0.621 1.292 -4.749
H 0.880 0.783 -3.979
H -2.760 1.474 -3.126
H -2.812 2.406 -0.523
H 1.113 1.331 -1.523
H -0.718 -2.224 -7.042
H -2.119 -1.459 -6.281
H -0.363 -6.114 -3.921
H 0.532 -4.226 -5.500
H -0.510 -3.701 -0.440
C 1.206 -2.488 2.341
C 1.204 -1.268 1.427
C 2.532 -1.092 0.695
Sb 0.744 0.543 2.469
C -0.555 0.162 4.126
C -0.039 -0.715 5.260
C -1.879 -0.355 3.568
C 2.610 1.256 3.247
C 3.330 0.267 4.161
C 2.383 2.594 3.943
H 1.474 -3.373 1.759
H 0.227 -2.670 2.786
H 1.933 -2.398 3.150
H 0.403 -1.369 0.691
H 3.361 -0.946 1.389
H 2.519 -0.245 0.005
H 2.757 -1.987 0.112
H -0.703 1.184 4.490
H 0.192 -1.729 4.929
H -0.814 -0.796 6.026
H 0.846 -0.305 5.743
H -1.768 -1.343 3.113
H -2.311 0.321 2.826
H -2.603 -0.455 4.379
H 3.215 1.408 2.348
H 2.781 0.103 5.088
H 4.308 0.671 4.435
H 3.499 -0.704 3.696
H 1.749 2.484 4.825
H 1.906 3.335 3.297
H 3.340 3.003 4.275

Cartesian forces (eV/Å) of the 2 atoms listed first:
Pd 0.6 0.2 -0.6
N -0.4 0.0 0.1